(1)
The following is a quantum chemistry calculation of a cluster of 10 separate species, C37H58O28 in total, from the OMol25 dataset.

Summary:
LUMO = -0.41 eV
Relative energy (zero: lowest compared OMol25 entry of this formula, charge and spin) = 0.00 kJ/mol
HOMO-LUMO gap = 9.568 eV

```
! RIJCOSX wB97M-V def2-TZVPD def2/J DEFGRID3
* xyz 0 1
C -0.66597 -2.38241 5.13129
O -1.19629 -2.81563 3.87046
H 0.40874 -2.58345 5.17652
H -0.84367 -1.31771 5.22213
H -1.13723 -2.91477 5.96114
H -0.91221 -3.72360 3.73428
C 0.54438 2.25975 -4.06678
C 1.33304 2.50348 -5.31936
C 2.45452 1.47139 -5.58619
O 2.18662 1.03070 -6.90767
C 0.99893 1.49307 -7.33723
O 0.46794 1.16567 -8.33619
O 0.49718 2.40504 -6.47816
H 0.02169 1.30273 -4.08233
H -0.23603 3.02090 -3.96235
H 1.18989 2.31350 -3.19162
H 1.77338 3.50311 -5.29295
H 2.38908 0.68064 -4.83703
H 3.41966 1.95066 -5.46683
C -5.66118 -3.94978 2.84412
C -4.31922 -3.27564 2.63280
C -3.53486 -3.76505 1.40810
O -3.07387 -2.56450 0.78278
C -3.60459 -1.49349 1.40323
O -3.36175 -0.37786 1.05911
O -4.48510 -1.86854 2.34796
H -6.13698 -4.16596 1.88496
H -6.28100 -3.34497 3.49783
H -5.46191 -4.94135 3.25956
H -3.71384 -3.39780 3.53127
H -4.15959 -4.33798 0.72004
H -2.67395 -4.36270 1.69945
C 1.91737 4.23758 -0.10768
C 3.20882 4.34444 -0.85190
C 4.44710 3.68420 -0.21609
O 4.97250 2.85768 -1.25217
C 4.11504 2.79811 -2.28318
O 4.25466 2.11527 -3.24219
O 3.06739 3.62396 -2.09272
H 1.07248 4.59404 -0.69450
H 1.95063 4.77017 0.84526
H 1.69800 3.19661 0.15024
H 3.45330 5.37847 -1.10588
H 4.23315 3.13861 0.70124
H 5.22020 4.40581 0.04777
C 3.86291 -2.03931 -5.14284
C 4.94791 -1.02792 -4.95960
C 5.76215 -1.10043 -3.68638
O 7.02878 -0.59808 -4.12153
C 7.14779 -0.83064 -5.44961
O 8.15034 -0.69802 -6.06598
O 5.96665 -1.23867 -5.95795
H 3.09118 -1.94840 -4.37635
H 4.23099 -3.06526 -5.08979
H 3.37527 -1.89268 -6.10853
H 4.55387 -0.01445 -5.03309
H 5.86022 -2.09873 -3.25447
H 5.36031 -0.43986 -2.92066
C -1.54078 -4.46820 -1.98584
C -0.79694 -4.96551 -0.79406
C -0.33114 -6.43837 -0.89397
O 1.09086 -6.35992 -0.83069
C 1.46934 -5.10062 -0.51561
O 2.56025 -4.77625 -0.22063
O 0.42048 -4.25326 -0.61544
H -1.06045 -4.79985 -2.91242
H -1.57218 -3.38047 -2.03035
H -2.54990 -4.88304 -2.02880
H -1.37991 -4.89231 0.12262
H -0.59041 -6.87436 -1.86054
H -0.72416 -7.06663 -0.09657
C -2.78294 1.08486 4.53721
C -4.23634 1.00424 4.90886
C -5.23048 1.23206 3.78051
O -6.32124 0.40787 4.16305
C -5.87303 -0.54003 5.02188
O -6.52663 -1.42315 5.45608
O -4.56889 -0.34448 5.29909
H -2.15246 1.25860 5.40274
H -2.66237 1.92768 3.85067
H -2.49866 0.17397 4.01135
H -4.44273 1.68371 5.74267
H -4.81710 0.94158 2.81131
H -5.49836 2.28544 3.70291
C -3.62539 1.87924 -2.16836
C -3.29025 2.92704 -1.13406
C -4.12760 2.88565 0.14304
O -3.18981 3.29866 1.13647
C -1.94163 3.02206 0.69222
O -0.96327 3.10819 1.36006
O -1.96874 2.68035 -0.60158
H -3.62432 0.88487 -1.71600
H -2.90138 1.92221 -2.97742
H -4.64927 2.03880 -2.51239
H -3.32328 3.92321 -1.58152
H -4.56954 1.90227 0.31140
H -4.93082 3.62032 0.11527
C 0.38045 -0.41857 1.35347
C 0.21479 -1.11475 0.05122
C -0.66821 -0.39359 -0.98905
O 0.09399 -0.45324 -2.17373
C 1.39036 -0.67150 -1.86170
O 2.28922 -0.44789 -2.59910
O 1.49833 -1.16661 -0.62008
H 1.21950 -0.82234 1.91753
H -0.52310 -0.48776 1.96021
H 0.58892 0.64634 1.19205
H -0.13244 -2.14158 0.18118
H -0.91897 0.60315 -0.61526
H -1.63179 -0.87588 -1.14991
C 1.45248 3.72153 4.28215
C 2.55944 2.83156 4.79095
C 2.34219 1.32119 4.60661
O 3.27054 0.95392 3.56201
C 4.07866 1.99148 3.28312
O 4.95699 1.97373 2.50091
O 3.74638 3.07619 4.01588
H 1.86805 4.70705 4.07814
H 0.70092 3.87130 5.06188
H 0.96076 3.29456 3.41171
H 2.77124 3.04569 5.83729
H 1.35610 0.98675 4.30742
H 2.68187 0.77290 5.48824
*
```


(2)
The following is a quantum chemistry calculation of a structure of composition Ca6O20P5, from the OMol25 dataset.

Summary:
LUMO = 2.90 eV
HOMO-LUMO gap = 1.873 eV

```
! RIJCOSX wB97M-V def2-TZVPD def2/J DEFGRID3
* xyz -3 1
Ca -1.16969 3.27871 0.32555
Ca 0.56703 -0.62196 -3.38164
Ca 1.37805 3.10047 -2.69464
Ca -1.13418 -1.00438 0.89180
Ca 2.20114 -1.86140 0.18445
Ca 2.77879 1.30072 2.00833
P 0.49371 0.65424 -0.64358
O 1.69282 0.89327 0.18044
O 0.80947 1.17614 -2.12222
O -0.88138 1.00855 -0.06251
O 0.40495 -0.87689 -0.67499
P -0.51013 4.33456 -4.78846
O 1.00037 4.30070 -4.99910
O -0.89586 5.73097 -4.29030
O -0.72398 3.18293 -3.64405
O -1.58565 3.93924 -5.87848
P 0.07826 -3.92363 -0.31546
O 0.39401 -3.32497 -1.69327
O 1.32458 -4.14597 0.55693
O -0.18079 -5.35784 -0.91384
O -1.01817 -3.10058 0.29388
P -2.47533 -0.67041 3.31007
O -2.41043 0.34991 2.17727
O -2.12253 -1.95180 2.68667
O -3.84789 -0.93269 3.90761
O -1.63427 -0.32678 4.57455
P 1.54517 -1.04265 3.09614
O 1.46100 -1.77989 4.43556
O 0.82475 0.36615 3.10582
O 0.75641 -1.70721 2.03866
O 2.87977 -0.98750 2.32878
*
```


(3)
The following is a quantum chemistry calculation of the ion C3H2NO3S with charge -1, from the OMol25 dataset.

Summary:
LUMO (alpha / beta) = 2.24 / 2.25 eV
Relative energy (zero: lowest compared OMol25 entry of this formula, charge and spin) = 785.03 kJ/mol
HOMO-LUMO gap (alpha / beta) = 5.517 / 5.517 eV

```
! RIJCOSX wB97M-V def2-TZVPD def2/J DEFGRID3
* xyz -1 1
C 0.64420 2.07071 -0.26444
C 0.54005 0.72801 -0.74654
C -0.74176 -0.26049 1.00352
N 0.12296 2.45037 0.78661
O 0.23380 -2.65313 0.06712
O -1.72682 -3.00992 1.52650
O -0.10712 -0.12175 -0.03370
S -1.14486 -2.26467 0.39483
H 1.15690 2.76072 -1.02810
H 1.02266 0.30015 -1.70579
*
```


(4)
The following is a quantum chemistry calculation of a structure of composition C20H22AuN4O4S3, from the OMol25 dataset.

Summary:
LUMO = 1.88 eV
Relative energy (zero: lowest compared OMol25 entry of this formula, charge and spin) = 0.00 kJ/mol
HOMO-LUMO gap = 6.296 eV

```
! RIJCOSX wB97M-V def2-TZVPD def2/J DEFGRID3
* xyz -1 1
Au 0.05605 -4.75556 -0.38361
S 5.04335 -0.56265 -0.85111
C 3.88983 -1.88053 -0.59253
C 3.42667 -2.60883 -1.67674
C 2.46607 -3.58391 -1.46783
N 1.96472 -3.83122 -0.24819
C 2.44826 -3.15938 0.79763
C 3.42726 -2.19418 0.67553
C 4.18387 0.79720 -0.12072
C 2.80447 0.86241 0.02757
C 2.25882 2.02017 0.56134
N 2.96465 3.08769 0.92910
C 4.28434 3.01075 0.76929
C 4.93923 1.90121 0.26269
H 3.75654 -2.38682 -2.68186
H 2.02153 -4.13461 -2.29355
H 2.00730 -3.38500 1.75866
H 3.77355 -1.65801 1.54836
H 2.15507 0.03964 -0.24870
H 1.18347 2.08585 0.69334
H 4.85534 3.88220 1.07188
H 6.01772 1.89469 0.17504
O -1.69757 -3.62795 -3.39792
S -1.34146 -5.03572 -3.22979
O 0.10782 -5.23373 -3.31223
O -2.12080 -5.93619 -4.05554
S -1.89881 -5.55987 -1.23383
C -4.27627 3.10930 2.61399
C -2.78147 3.27580 2.37343
N -2.25139 2.34780 1.38238
C -1.92487 2.86187 0.05949
C -3.14710 3.19138 -0.78535
C -2.08019 1.05321 1.77078
O -2.32154 0.69387 2.91241
C -1.59453 0.09648 0.72396
C -2.45191 -0.42969 -0.23750
C -1.94951 -1.30750 -1.17973
C -0.58851 -1.59738 -1.14938
N 0.23405 -1.11687 -0.21821
C -0.26947 -0.30960 0.71000
H -4.61956 3.82539 3.36266
H -4.48160 2.10459 2.98061
H -4.84586 3.27101 1.69821
H -2.24532 3.11547 3.30972
H -2.55608 4.28484 2.02330
H -1.31070 2.12591 -0.45408
H -1.30957 3.75812 0.18883
H -3.75914 2.30128 -0.93680
H -2.83819 3.56487 -1.76248
H -3.76406 3.95664 -0.31181
H -3.50353 -0.16692 -0.22894
H -2.56242 -1.80860 -1.91604
H -0.18860 -2.27460 -1.89483
H 0.41010 0.02565 1.48913
*
```


(5)
The following is a quantum chemistry calculation of a structure of composition C25H18F5N5O2SSm, from the OMol25 dataset.

Summary:
⟨S²⟩ = 8.759
LUMO (alpha / beta) = -3.46 / -3.44 eV
Relative energy (zero: lowest compared OMol25 entry of this formula, charge and spin) = 56.12 kJ/mol
HOMO-LUMO gap (alpha / beta) = 7.180 / 7.229 eV

```
! RIJCOSX wB97M-V def2-TZVPD def2/J DEFGRID3
* xyz 1 6
Sm 0.12960 -1.32622 0.14805
N 0.96108 -2.40431 -4.11017
C 0.30501 -2.13414 -2.96564
S 0.33958 -3.36599 -1.74105
N -0.30547 -0.97332 -2.88847
N -1.01761 -0.73027 -1.76692
C -1.70173 0.37922 -1.67609
C -1.71425 1.40531 -2.72390
C -1.44277 2.73027 -2.38357
C -1.27978 3.68013 -3.37328
C -1.43893 3.33548 -4.70655
C -1.75409 2.02948 -5.04617
C -1.86682 1.06304 -4.06565
C -2.46342 0.56059 -0.43778
C -3.57524 1.40899 -0.42507
C -4.33035 1.52471 0.72519
C -3.95374 0.79736 1.84846
C -2.83787 -0.01946 1.76344
N -2.09919 -0.15675 0.65693
H 1.24526 -3.35470 -4.28910
H 0.80374 -1.79298 -4.89725
H -1.30500 3.00285 -1.34958
H -1.01519 4.68858 -3.09775
H -1.32243 4.08265 -5.47629
H -1.89592 1.75079 -6.07870
H -2.07573 0.03871 -4.32639
H -3.84532 1.93453 -1.32775
H -5.19456 2.17145 0.75125
H -4.51303 0.86030 2.76877
H -2.51586 -0.59502 2.62873
O 2.55473 -1.63092 -0.22193
C 2.98948 -2.91228 0.27208
C 2.36861 -3.14856 1.63407
C 3.14831 -3.41029 2.75454
C 2.52443 -3.65591 3.96953
C 1.13803 -3.64503 4.02303
C 0.43596 -3.34911 2.86669
N 1.02608 -3.09480 1.69440
H 3.08341 -1.42788 -1.00996
H 4.08211 -2.93840 0.35092
H 2.65111 -3.70882 -0.41661
H 4.22550 -3.42038 2.68326
H 3.10779 -3.85796 4.85450
H 0.61028 -3.84782 4.94144
H -0.65113 -3.33538 2.86009
F 2.40529 3.64621 4.40837
C 1.99278 2.95103 3.34502
C 1.54743 3.61533 2.19818
F 1.54104 4.94632 2.19067
C 1.12558 2.91699 1.07902
F 0.71803 3.59540 -0.00548
C 1.08588 1.50070 1.04760
O 0.70792 0.78790 0.04493
C 1.50873 0.89518 2.24739
F 1.38944 -0.49788 2.25735
C 1.97415 1.56295 3.36325
F 2.38904 0.87214 4.42993
*
```


(6)
The following is a quantum chemistry calculation of the molecule C2HNO3, from the OMol25 dataset.

Summary:
LUMO (alpha / beta) = -1.96 / -1.96 eV
Relative energy (zero: lowest compared OMol25 entry of this formula, charge and spin) = 548.21 kJ/mol
HOMO-LUMO gap (alpha / beta) = 8.629 / 8.627 eV

```
! RIJCOSX wB97M-V def2-TZVPD def2/J DEFGRID3
* xyz 0 1
C -0.39658 -0.35663 -0.00446
C -1.44176 0.82338 -0.00209
N -0.80414 -1.49798 0.00247
O -1.15907 1.97414 0.00326
O -2.63615 0.30361 -0.00301
O -2.78686 -1.01168 0.00216
H 0.62680 -0.01113 0.00022
*
```


(7)
The following is a quantum chemistry calculation of the molecule C5H7OP, from the OMol25 dataset.

Summary:
LUMO (alpha / beta) = -0.83 / -0.80 eV
Relative energy (zero: lowest compared OMol25 entry of this formula, charge and spin) = 398.29 kJ/mol
HOMO-LUMO gap (alpha / beta) = 7.002 / 7.011 eV

```
! RIJCOSX wB97M-V def2-TZVPD def2/J DEFGRID3
* xyz 0 1
C 2.15484 0.19604 -0.69994
C 1.28116 -0.48107 0.00429
C -1.50151 0.86830 0.51257
C -1.08985 -0.49318 1.03084
C 0.14832 -1.06743 0.27865
O 2.08335 0.64973 -2.02423
P 0.95672 0.09834 -3.09510
H 3.11032 0.30130 -0.31463
H -1.53339 0.80804 -0.61246
H -0.72711 1.70725 0.72270
H -2.45220 1.22738 0.90005
H -1.86522 -1.27628 1.10712
H -0.67637 -0.30048 1.92151
H 0.11093 -2.23795 0.26862
*
```


(8)
The following is a quantum chemistry calculation of a structure of composition C23H40BrN2O8S2SiY, from the OMol25 dataset.

Summary:
LUMO = 4.31 eV
Relative energy (zero: lowest compared OMol25 entry of this formula, charge and spin) = 51.72 kJ/mol
HOMO-LUMO gap = 5.483 eV

```
! RIJCOSX wB97M-V def2-TZVPD def2/J DEFGRID3
* xyz -2 1
Y -0.93690 -19.14777 5.59956
O -1.72022 -19.32755 7.63890
C -1.01421 -20.20718 8.53198
C -0.02630 -21.15183 7.90016
N 0.86679 -20.59115 6.84903
C 1.32490 -21.65808 5.93593
C 0.16596 -22.09370 5.01022
O 0.14585 -23.16845 4.43273
O -0.78653 -21.22804 4.82259
C 1.91905 -19.63390 7.33955
C 1.47128 -18.21765 7.18487
O 1.59610 -17.39070 8.08428
O 0.91327 -17.99250 5.96946
H -1.72876 -17.65050 7.92024
H -1.68154 -20.76416 9.14474
H -0.52080 -19.54289 9.33167
H -0.58539 -21.98484 7.46496
H 0.56186 -21.61884 8.72060
H 1.63508 -22.57636 6.42181
H 2.14658 -21.33773 5.31457
H 2.83068 -19.82755 6.69178
H 2.27093 -19.83007 8.35901
C -1.57190 -13.42397 2.72303
C -1.81555 -14.61420 1.80080
C -1.53747 -14.06224 0.41699
C -3.16526 -15.17977 2.02419
O -0.80441 -15.62465 2.22295
Si -0.16029 -16.94714 1.61986
S -0.80070 -18.75026 2.72789
O 1.42428 -16.75408 1.77712
C 2.52973 -16.54471 2.73305
C 3.13612 -17.87852 3.15000
C 3.48956 -15.72065 1.93820
C 2.05907 -15.77133 3.97331
O -0.45841 -17.11492 0.06227
C -0.00474 -17.95306 -1.05599
C 0.12966 -17.09863 -2.39041
C -0.94005 -19.16395 -1.17740
C 1.40786 -18.33716 -0.67899
H -2.23806 -12.58189 2.52415
H -0.45025 -13.26947 2.66252
H -1.82454 -13.77545 3.75866
H -2.28184 -13.25555 0.18872
H -1.66481 -14.88997 -0.32694
H -0.55846 -13.60355 0.28467
H -3.89223 -14.41377 1.80026
H -3.32926 -15.54486 3.03204
H -3.38013 -15.99511 1.35480
H 3.03401 -18.59219 2.25426
H 2.60486 -18.31013 3.96418
H 4.15744 -17.82874 3.52851
H 3.85084 -16.31594 1.04683
H 4.35410 -15.32049 2.46547
H 3.00940 -14.86928 1.47409
H 1.29243 -16.30114 4.48521
H 1.57220 -14.75488 3.65450
H 2.87090 -15.62697 4.61725
H -0.84587 -16.83360 -2.73427
H 0.61204 -17.73643 -3.19989
H 0.73572 -16.20512 -2.27025
H -1.96140 -18.81894 -1.37814
H -0.89398 -19.66363 -0.22853
H -0.61927 -19.77424 -1.99187
H 2.05100 -17.41831 -0.49661
H 1.81165 -18.83872 -1.53744
H 1.59068 -18.99560 0.21896
S -3.39606 -17.35484 5.45477
Br -5.56041 -14.89784 6.35683
C -3.74591 -15.17635 6.95925
C -3.03806 -14.11435 7.39684
C -1.83093 -14.36163 8.13343
C -1.35437 -15.69812 8.22354
N -2.07741 -16.70392 7.82836
C -3.33947 -16.60286 7.17169
H -3.37231 -13.09998 7.34236
H -1.27054 -13.57128 8.58037
H -0.45360 -15.96344 8.72760
H -4.04603 -17.17038 7.77969
*
```


no.,M (g mol⁻¹)
1,950.84
2,715.32
3,132.12
4,675.59
5,697.87
6,87.03
7,114.08
8,733.61